Entry from the Open Molecules 2025 dataset: a structure of composition C15H35N2O9S2SeSi3Y (wB97M-V/def2-TZVPD).

## Properties
net charge = -2
lowest unoccupied orbital energy = 4.43 eV

Geometry as XYZ:
```
68
Properties=species:S:1:pos:R:3:forces:R:3
Y -0.7041 -0.2070 -0.1452 0.795 1.072 -1.355
O -3.8718 -0.3006 -2.1464 -0.059 -0.043 0.292
S -2.4408 -0.0631 -2.2602 -1.596 0.350 -1.652
O -2.0985 0.2555 -3.6339 0.211 -0.017 0.071
O -2.0061 1.0543 -1.3229 -0.610 0.486 -0.879
O -1.6640 -1.2542 -1.7574 -0.454 -0.597 -1.007
C 2.8141 1.3718 2.3834 0.051 -0.083 -0.272
O 2.3038 1.0788 1.1045 -0.042 0.028 0.588
Si 2.6847 -0.1730 0.0971 0.929 0.214 -0.900
C 2.9285 -1.8800 0.8853 -0.518 0.225 -0.028
C 4.5159 0.2456 -0.3663 -0.223 -0.030 -0.188
C 1.4316 0.0365 -1.2716 0.475 -0.109 -0.399
Si 1.3626 1.8010 -1.8908 0.840 0.564 -0.333
C 0.3286 2.2294 -3.4243 -0.006 -0.415 0.180
C 3.0892 2.4559 -2.4511 -0.121 -0.158 0.294
C 0.8103 3.0586 -0.5589 -0.041 -0.462 -0.036
Si 1.4659 -1.3728 -2.4978 0.942 -0.203 -0.383
C 3.2819 -1.7971 -2.9946 -0.108 0.138 0.204
C 0.6962 -1.1035 -4.2094 -0.112 0.179 0.421
C 0.8438 -3.0338 -1.7839 -0.269 0.399 0.064
H 2.6348 2.4337 2.5821 0.034 -0.027 0.028
H 3.8965 1.1837 2.4389 0.003 0.053 -0.006
H 2.3097 0.7688 3.1352 -0.040 -0.025 0.076
H 3.7168 -1.8459 1.6410 0.068 0.131 -0.049
H 3.1946 -2.6336 0.1389 0.055 0.098 -0.085
H 2.0166 -2.1902 1.3825 -0.008 -0.204 0.037
H 5.2280 -0.3404 0.2218 -0.033 -0.053 0.034
H 4.7325 1.3038 -0.1966 -0.033 -0.024 -0.001
H 4.7035 0.0373 -1.4224 0.070 0.018 0.034
H 0.8815 2.0434 -4.3488 0.062 -0.043 0.021
H 0.0471 3.2860 -3.4084 0.122 0.042 0.123
H -0.5845 1.6445 -3.4619 -0.106 0.050 -0.151
H 3.5862 1.7230 -3.0938 -0.015 -0.005 -0.020
H 3.7446 2.6393 -1.5959 0.006 0.014 -0.059
H 2.9907 3.3884 -3.0151 -0.085 0.026 0.014
H -0.1013 2.6962 -0.0720 -0.038 0.210 0.098
H 0.6007 4.0440 -0.9815 -0.053 -0.057 -0.163
H 1.5694 3.1609 0.2153 -0.016 -0.059 0.009
H 3.7694 -0.9301 -3.4519 -0.005 0.014 -0.003
H 3.3135 -2.6188 -3.7173 -0.077 -0.035 0.007
H 3.8784 -2.0855 -2.1237 0.029 -0.034 -0.046
H 1.2747 -0.3805 -4.7908 0.049 0.001 0.023
H -0.3178 -0.7231 -4.1106 -0.060 0.020 -0.150
H 0.6536 -2.0411 -4.7710 0.120 -0.082 0.094
H 1.6009 -3.8204 -1.8083 0.104 0.075 -0.050
H -0.0370 -3.3738 -2.3321 -0.005 0.004 -0.022
H 0.5341 -2.9007 -0.7452 0.032 -0.176 0.038
O 0.9658 -1.0054 3.1754 0.284 0.177 -0.381
S -0.2569 -0.8713 2.4054 0.235 -0.698 3.052
O -1.4183 -1.1948 3.2180 0.105 0.023 -0.221
O -0.4017 0.5132 1.8108 0.374 0.283 1.489
O -0.2136 -1.7627 1.1753 0.325 -1.038 1.006
C -5.1847 -2.5425 -0.4112 0.149 -0.121 -0.021
N -5.5872 -1.1722 -0.2007 0.116 0.190 -0.075
C -6.6699 -0.5441 -0.7708 -0.114 -0.005 0.031
C -6.5295 0.7760 -0.5387 -0.217 0.050 -0.054
N -5.3599 0.9453 0.1655 0.229 -0.167 -0.269
C -4.7305 2.2121 0.4729 0.099 -0.025 0.098
C -4.7407 -0.2494 0.3142 0.148 -0.107 0.444
Se -3.1831 -0.6033 1.2893 -1.980 -0.047 0.443
H -6.0466 -3.1269 -0.7312 -0.041 0.034 0.024
H -4.7738 -2.9326 0.5185 -0.036 -0.036 -0.014
H -4.4025 -2.5684 -1.1728 -0.034 0.028 0.008
H -7.4487 -1.0824 -1.2808 0.042 -0.017 -0.021
H -7.1571 1.6039 -0.8164 0.012 0.004 0.011
H -5.4192 3.0140 0.2104 -0.008 -0.017 -0.004
H -3.8085 2.2990 -0.0996 0.046 0.025 -0.033
H -4.4883 2.2534 1.5349 0.004 -0.004 -0.029
```
Forces are in eV/Å.